No. 1
Formula: C86H75F13N2
Source: OMol25
Level of theory: wB97M-V/def2-TZVPD

The highest occupied orbital energy is -0.3017 Eh. The calculation puts the gap between HOMO and LUMO at 8.64 eV. The total energy comes out at -4729.78238 Ha.

The geometry in XYZ format:
```
176
Properties=species:S:1:pos:R:3:forces:R:3:mulliken_charge:R:1
N 2.36467 -3.06448 3.35031 -1.53 1.54 -1.38 0.852
C 3.18569 -4.12605 3.27457 0.06 0.09 0.19 -0.469
C 3.76682 -4.20861 4.51076 0.40 -1.26 0.45 -1.255
C 3.19099 -3.20779 5.32249 0.95 0.47 1.67 -0.598
C 2.36884 -2.44908 4.56673 -0.56 -0.09 -0.81 -0.343
H 1.76452 -2.72705 2.61790 0.08 -0.18 -0.29 -0.144
H 3.24608 -4.68346 2.35479 0.25 -0.12 0.10 0.727
H 4.48321 -4.96360 4.81895 -0.18 0.19 -0.01 0.427
H 3.36997 -2.99283 6.36975 0.27 -0.22 -0.17 0.565
H 1.78868 -1.54043 4.72448 0.22 -0.46 0.20 0.280
N -3.23794 -0.76033 -8.94710 -0.49 0.37 -0.08 0.043
C -2.45256 -1.16652 -7.91521 0.14 -0.39 0.89 -1.059
C -3.26701 -1.37937 -6.80433 0.70 -0.26 -0.77 0.270
C -4.59702 -1.12322 -7.21776 0.01 0.21 0.34 -0.583
C -4.53507 -0.68891 -8.51018 -0.04 -0.28 -0.70 -0.658
H -2.97947 -0.49910 -9.89507 0.19 -0.22 0.68 0.213
H -1.39856 -1.35691 -8.04495 -0.04 0.17 0.03 0.417
H -2.94685 -1.75978 -5.84012 0.00 0.07 -0.25 0.510
H -5.47988 -1.27454 -6.61318 0.00 0.21 -0.16 0.426
H -5.27047 -0.40111 -9.23126 -0.47 0.08 0.06 0.410
F -2.38745 -3.63877 -3.97685 0.08 -0.07 0.22 -0.241
C -3.10076 -4.72922 -3.59114 -0.79 0.92 -0.42 0.424
C -2.60364 -5.96951 -3.91139 1.47 1.25 -0.52 -0.510
C -3.28376 -7.07561 -3.53537 -0.63 -1.36 0.22 -0.406
C -4.54804 -6.95116 -2.96629 0.11 -0.05 0.10 -0.600
C -5.10473 -5.69459 -2.74515 0.64 -0.08 0.52 -0.620
C -4.34503 -4.54157 -3.02236 -0.99 -0.67 0.57 0.097
H -1.66130 -5.97704 -4.45878 -0.11 -0.26 0.27 0.441
H -2.83684 -8.06326 -3.67730 -0.27 0.31 -0.07 0.392
H -5.03004 -7.86883 -2.67361 -0.42 0.03 0.08 0.386
H -6.05841 -5.59729 -2.21409 0.30 -0.02 -0.44 0.377
H -4.81131 -3.60235 -2.71986 0.67 0.08 -0.44 0.307
F 1.96387 6.97386 -5.33539 0.94 0.75 -0.07 -0.363
C 1.36159 6.11733 -4.50926 -2.07 -0.01 -1.93 0.516
C 1.69260 6.03009 -3.19307 1.18 0.35 -0.86 -0.610
C 1.04297 5.08220 -2.45403 -0.60 0.40 1.35 -0.611
C -0.03455 4.38986 -2.95908 -0.72 -0.63 -0.20 0.648
C -0.41836 4.54322 -4.28768 0.40 0.75 -0.21 -0.559
C 0.26728 5.46822 -5.09501 -0.16 -1.52 1.15 -0.618
H 2.48525 6.69640 -2.87284 -0.02 -0.27 0.44 0.429
H 1.27656 5.05106 -1.40446 0.00 -0.37 0.32 0.480
H -0.65757 3.76551 -2.31932 0.43 0.04 -0.04 -0.213
H -1.26417 3.98612 -4.68216 0.08 0.14 0.05 0.462
H -0.05990 5.56892 -6.12281 0.45 0.39 0.03 0.405
F 0.39669 0.57520 5.68626 -0.60 0.37 -0.12 -0.326
C -0.53715 0.92747 4.74305 0.99 0.68 0.80 0.518
C -1.17596 2.17745 4.83156 0.00 -0.94 -0.39 -0.804
C -2.05614 2.50271 3.81938 -0.31 -1.16 -1.16 -0.564
C -2.26165 1.59601 2.72586 0.20 1.07 0.94 -0.353
C -1.59492 0.38744 2.69735 -0.36 0.59 0.01 -0.205
C -0.70622 0.05316 3.71686 -0.82 -0.73 -0.81 -0.631
H -1.03224 2.84542 5.65956 0.23 -0.02 0.30 0.568
H -2.63475 3.41390 3.87241 0.10 0.14 -0.09 0.472
H -2.92785 1.87489 1.91474 0.02 -0.04 0.19 0.194
H -1.79155 -0.29136 1.88155 0.15 -0.19 -0.03 0.511
H -0.29224 -0.94694 3.68226 0.39 0.21 0.32 0.573
F 2.06258 3.31033 2.85734 -0.64 0.06 -0.52 -0.015
C 2.37475 3.99572 3.97206 0.38 -0.72 0.36 0.349
C 3.71248 3.93263 4.31371 0.46 -0.11 -0.22 -0.723
C 4.12615 4.51618 5.48622 -0.65 0.30 1.26 -0.415
C 3.17176 5.09921 6.32841 -0.68 0.33 -0.59 -0.753
C 1.83236 5.17831 5.94018 -0.30 -0.94 -0.27 -1.000
C 1.39119 4.55282 4.76883 1.37 0.53 -0.49 -0.218
H 4.40852 3.37080 3.68894 -0.26 0.26 0.02 0.458
H 5.13392 4.46749 5.86877 0.22 -0.12 -0.35 0.425
H 3.43382 5.52216 7.27700 0.33 0.13 0.28 0.418
H 1.04192 5.58364 6.55613 0.32 0.31 0.32 0.409
H 0.39130 4.58302 4.39348 -0.55 -0.05 0.13 0.994
F 6.01276 -2.04134 8.29903 -0.38 0.71 -0.40 -0.349
C 5.33485 -1.03156 7.65472 -0.23 -0.79 0.50 0.327
C 4.27991 -0.41877 8.33140 0.88 -0.62 -0.26 -0.415
C 3.54296 0.55972 7.68169 -0.57 -0.95 1.32 -0.748
C 3.82365 0.85888 6.37182 0.04 0.87 -0.61 -0.184
C 4.86883 0.23929 5.72207 0.04 -0.70 -0.38 -0.243
C 5.61721 -0.77523 6.33695 0.14 0.70 -0.62 -0.421
H 4.04311 -0.82520 9.30872 -0.06 0.39 0.04 0.407
H 2.68688 0.90353 8.26114 0.10 0.47 -0.56 0.338
H 3.26841 1.59240 5.79611 -0.19 -0.03 0.33 0.593
H 4.98924 0.47750 4.66521 0.34 -0.16 0.25 0.293
H 6.37022 -1.32455 5.77143 -0.13 0.11 0.36 0.413
F -4.24385 3.46364 -4.27255 0.17 0.19 0.61 -0.423
C -4.35007 3.59240 -2.91559 -0.21 0.03 -0.21 0.066
C -5.00562 4.71721 -2.40370 0.09 -0.83 0.38 -0.726
C -5.23034 4.75435 -1.01474 0.28 0.15 -1.26 -0.454
C -4.82549 3.70255 -0.20494 -0.07 0.59 0.22 -0.731
C -4.14694 2.63354 -0.74240 0.47 -1.05 -0.62 0.596
C -3.87140 2.56287 -2.11382 -0.38 0.25 0.18 0.051
H -5.39111 5.47307 -3.08544 0.20 -0.10 0.21 0.489
H -5.70699 5.64029 -0.62207 -0.14 -0.10 0.26 0.442
H -5.02218 3.77011 0.85094 -0.02 -0.14 0.24 0.440
H -3.84966 1.74953 -0.16163 -0.11 0.65 0.03 -0.211
H -3.37987 1.67641 -2.52046 -0.24 0.47 -0.05 0.503
F -4.57365 -0.89392 0.84972 -0.30 0.10 -0.44 -0.424
C -4.71920 -0.84832 -0.50889 0.57 -0.14 0.69 0.111
C -3.54766 -0.93553 -1.24534 0.13 0.39 0.34 1.678
C -3.62491 -0.86802 -2.61377 -0.42 -0.29 -1.06 -0.558
C -4.88162 -0.75759 -3.21856 -0.23 -0.28 0.13 -0.309
C -6.06380 -0.68668 -2.44643 0.98 0.33 -0.91 -0.435
C -5.97478 -0.70774 -1.06364 0.08 -0.14 -0.07 -0.729
H -2.56889 -0.94541 -0.78321 -0.15 -0.18 0.32 -0.112
H -2.72183 -0.94925 -3.24790 -0.62 0.12 0.52 -0.021
H -4.89516 -0.78520 -4.30257 -0.33 0.21 0.07 0.034
H -7.02660 -0.53444 -2.93531 0.26 -0.19 0.14 0.448
H -6.86134 -0.62015 -0.45607 0.03 -0.01 0.22 0.485
F 1.61060 -7.95099 -0.14887 0.10 -0.37 0.31 -0.361
C 1.78324 -6.77430 -0.76023 0.37 1.04 -0.94 0.602
C 3.09089 -6.30353 -0.99817 -1.10 0.61 0.61 -0.836
C 3.23879 -5.05064 -1.60167 0.03 -0.79 0.15 -0.322
C 2.11339 -4.35599 -1.97129 0.07 0.99 -1.04 -0.850
C 0.86028 -4.86204 -1.77086 -2.08 -0.63 0.39 -0.262
C 0.62206 -6.08062 -1.16827 2.75 -1.31 1.07 -0.737
H 3.95409 -6.75600 -0.54978 0.14 -0.63 -0.11 0.455
H 4.22764 -4.66182 -1.80287 0.00 0.07 0.12 0.436
H 2.15973 -3.41116 -2.50699 0.36 -0.07 0.23 0.593
H -0.04630 -4.34678 -2.04264 0.06 0.61 -0.34 0.737
H -0.26659 -6.59093 -0.84578 -0.78 0.50 -0.43 0.554
F 3.29387 -1.24651 -2.50323 -0.06 0.80 0.37 -0.199
C 3.01469 -0.14036 -3.25069 0.26 -0.90 -1.62 0.313
C 2.60953 -0.45394 -4.57445 0.06 -0.63 1.49 -0.489
C 2.33554 0.55674 -5.44416 -0.89 1.01 0.37 -0.612
C 2.44373 1.90032 -5.00706 0.29 -0.27 -0.57 -0.580
C 2.88111 2.19232 -3.72277 0.25 -0.46 -0.73 -0.461
C 3.21014 1.15508 -2.83105 -0.62 0.38 1.05 0.188
H 2.41741 -1.50669 -4.83553 0.30 0.58 0.17 0.404
H 1.83960 0.27509 -6.36395 0.37 0.36 -0.33 0.364
H 2.23980 2.71272 -5.71067 -0.06 -0.27 0.34 0.390
H 3.02990 3.23469 -3.46574 -0.13 -0.15 0.28 0.455
H 3.43107 1.41962 -1.77780 0.14 -0.47 -0.79 0.284
F -1.60429 8.69328 3.13407 -0.25 -0.02 0.00 -0.333
C -1.71098 7.68390 2.24264 -0.23 0.64 -1.13 0.257
C -0.80194 6.65027 2.34316 -0.52 0.32 0.44 -0.517
C -0.89811 5.57928 1.48104 -0.04 0.06 -0.76 -0.254
C -1.74227 5.67672 0.35861 0.15 -0.18 1.26 -0.546
C -2.59057 6.76437 0.21798 0.04 0.21 0.56 -0.565
C -2.62155 7.77562 1.17962 0.17 -0.24 0.12 -0.665
H -0.06953 6.72690 3.12640 0.14 -0.25 0.29 0.588
H -0.29417 4.69736 1.69380 -0.06 0.14 -0.44 0.597
H -1.80075 4.84131 -0.29284 -0.05 -0.48 -0.67 0.577
H -3.30044 6.84691 -0.59214 0.14 -0.21 -0.20 0.498
H -3.36570 8.56282 1.02518 0.55 -0.03 0.53 0.400
F 7.19739 -3.59542 1.54634 -0.27 0.17 0.72 -0.369
C 6.39081 -2.51817 1.34249 0.40 -0.59 -0.19 0.225
C 6.48905 -2.01661 0.06577 -0.01 0.31 -1.06 -0.675
C 5.67538 -0.99347 -0.34799 -1.07 0.88 1.18 -0.264
C 4.82770 -0.41977 0.63843 0.22 0.26 -0.99 -0.774
C 4.79498 -0.90167 1.94102 -0.18 -0.05 -0.88 0.051
C 5.54509 -2.02457 2.31564 0.54 0.46 -0.24 -0.562
H 7.19562 -2.39798 -0.65677 0.11 -0.47 0.24 0.467
H 5.67545 -0.64864 -1.38180 0.07 0.02 0.36 0.390
H 4.18710 0.44541 0.39111 0.38 -0.60 0.06 0.175
H 4.08202 -0.37664 2.55406 0.09 -0.28 0.77 0.751
H 5.57771 -2.43956 3.31117 -0.30 -0.04 0.06 0.574
F -0.33653 2.79920 -0.10811 -0.58 0.53 -0.28 -0.239
C -0.08130 1.50858 -0.37829 1.44 0.40 1.20 1.015
C 0.82780 0.92576 0.51452 -0.03 0.13 -0.24 -0.086
C 1.22389 -0.37118 0.31967 0.11 -0.80 -0.13 -0.701
C 0.70110 -1.09606 -0.75634 -0.47 0.41 -0.74 0.187
C -0.12159 -0.43170 -1.67010 0.22 -0.50 0.07 -0.932
C -0.52451 0.90100 -1.51018 0.01 -0.54 -0.69 -0.824
H 1.30481 1.50344 1.30137 -0.45 0.15 -0.05 0.340
H 1.97846 -0.79044 0.98344 -0.21 -0.10 -0.13 0.376
H 0.93830 -2.12777 -1.01900 0.24 0.31 0.56 -0.307
H -0.40350 -0.99619 -2.55497 -0.16 0.22 0.00 0.280
H -1.05058 1.43834 -2.30321 -0.01 -0.20 0.46 0.763
F -0.48952 -2.76664 1.94753 0.26 0.71 -0.22 0.226
C -1.13786 -3.90250 1.62979 -0.43 -0.71 -0.33 0.399
C -0.57503 -5.07545 2.12067 -0.37 0.40 -0.52 -0.445
C -1.31043 -6.24926 1.91030 2.04 0.67 1.00 -0.599
C -2.50252 -6.16054 1.27983 -1.94 -1.07 -0.61 -0.859
C -3.02923 -5.00041 0.70619 0.97 0.79 0.61 -0.372
C -2.31637 -3.80789 0.84729 1.59 -0.91 1.21 -0.575
H 0.40543 -5.02419 2.60331 -0.47 -0.14 0.01 0.463
H -0.89854 -7.18652 2.29730 -0.40 0.25 -0.22 0.433
H -3.08712 -7.07734 1.28731 -0.15 0.17 -0.42 0.336
H -3.99160 -4.98523 0.24782 -0.42 -0.19 -0.42 0.540
H -2.52655 -2.82942 0.45319 -0.58 0.00 -0.11 0.343
```
Positions in Å, forces in eV/Å.

***

No. 2
Formula: CClFI2
Source: OMol25
Level of theory: wB97M-V/def2-TZVPD

The highest occupied orbital energy is -0.3394 Eh. The calculation puts the gap between HOMO and LUMO at 7.65 eV. The total energy comes out at -1193.45534 Ha.

The geometry in XYZ format:
```
5
Properties=species:S:1:pos:R:3:forces:R:3:mulliken_charge:R:1
C -1.24974 -0.40332 0.37571 -0.21 -1.31 1.78 0.048
F -2.48397 -0.65390 0.83823 1.05 0.90 -1.30 -0.070
Cl -1.20618 0.60536 -0.96458 -1.27 0.29 -0.57 0.011
I 2.06925 1.45578 -0.38093 0.42 0.23 0.07 -0.010
I 2.87065 -1.00391 0.13157 0.01 -0.11 0.01 0.021
```
Positions in Å, forces in eV/Å.

***

No. 3
Formula: C16H17BrN2O2
Source: OMol25
Level of theory: wB97M-V/def2-TZVPD

Its SMILES is CCOc1ccccc1NC(=O)Nc1ccc(Br)cc1C. The highest occupied orbital energy is -0.2941 Eh. The calculation puts the gap between HOMO and LUMO at 8.51 eV. The total energy comes out at -3453.46653 Ha.

The geometry in XYZ format:
```
38
Properties=species:S:1:pos:R:3:forces:R:3:mulliken_charge:R:1
C -3.16610 -2.70314 -1.97578 3.16 -2.57 -0.10 -1.700
C -2.40804 -2.03744 -0.86730 -10.83 -4.98 4.92 -0.242
O -3.27696 -0.90957 -0.43491 -2.19 -10.02 -3.10 -0.433
C -2.86085 0.14915 0.00348 -1.09 2.81 -1.48 0.858
C -3.56435 1.16080 -0.51046 3.29 9.24 4.91 -1.200
C -3.21265 2.49894 0.09465 -1.35 -1.39 -2.60 -0.202
C -2.12769 2.57539 1.01693 -4.10 12.24 -3.92 -0.638
C -1.39918 1.58519 1.14859 6.85 -7.27 5.84 -0.167
C -1.85386 0.32170 0.77950 6.61 -1.47 4.76 0.298
N -1.10924 -0.89639 1.35753 -11.79 4.15 -0.51 -0.065
C 0.13547 -0.94935 1.38940 4.23 -7.80 1.21 0.644
O 0.49449 -2.05164 1.82007 1.83 -1.54 2.92 -0.782
N 0.97712 -0.43103 0.55598 -0.52 11.06 -5.04 -0.009
C 2.35791 -0.13135 0.53701 0.90 -2.98 -1.20 0.589
C 3.15767 -1.19957 0.93567 -5.19 -2.76 4.46 0.005
C 4.46553 -1.15950 1.00791 7.97 0.25 -2.48 -0.414
C 5.10862 -0.26153 0.18349 -1.89 4.35 -1.41 -0.046
Br 6.95692 0.16691 -0.37706 -1.11 -1.04 0.99 -0.224
C 4.22477 0.81432 -0.35487 9.98 0.44 -1.40 0.069
C 2.99328 0.93184 -0.32540 -11.21 -2.95 4.76 -0.127
C 1.99545 1.93282 -0.76447 -0.80 -0.74 -3.85 -1.715
H -4.14779 -2.89112 -1.73666 -2.04 -1.71 1.18 0.473
H -2.56482 -3.51413 -2.58009 -1.36 1.33 1.62 0.287
H -3.35611 -1.96925 -2.60204 -0.37 3.65 -3.87 0.554
H -1.61508 -1.73311 -1.17573 9.82 3.67 -2.96 0.569
H -2.43286 -2.83247 -0.06505 0.97 1.34 -0.35 0.203
H -4.42732 1.26515 -0.96722 -3.80 -0.86 -2.89 0.596
H -3.72304 3.44231 -0.40296 1.03 -2.01 1.59 0.258
H -1.68224 3.78420 1.12113 -1.44 -3.74 0.44 0.154
H -0.50641 1.60275 2.02136 -2.12 -0.02 -2.73 0.237
H -1.80843 -1.60592 1.88371 3.22 2.14 -1.61 0.404
H 0.48482 0.66030 0.18560 1.61 -4.23 1.04 -0.182
H 2.74149 -2.16261 1.64278 0.34 3.09 -2.49 0.141
H 5.25779 -1.85503 1.31180 -1.33 -0.67 0.87 0.330
H 4.64005 1.71302 -0.84465 0.86 -0.81 -0.02 0.287
H 1.26264 1.44698 -1.67217 1.71 1.36 2.78 0.279
H 2.52211 2.68910 -1.27460 0.79 1.02 -1.14 0.493
H 1.46691 2.55327 -0.06517 -0.64 -0.57 0.87 0.419
```
Positions in Å, forces in eV/Å.

***

gap between HOMO and LUMO of number 2 (CClFI2)? 7.65 eV

***

Number 1 is which compound? C86H75F13N2

***

Among the records above, which one has the highest highest occupied orbital energy? C16H17BrN2O2

***

Which of these has the highest gap between HOMO and LUMO? C86H75F13N2